Entry from the Open Molecules 2025 dataset: a single C3Cl2O3 molecule in a non-equilibrium geometry (ωB97M-V with the def2-TZVPD basis set).

Cartesian coordinates (Å):
O  2.04460  -0.83567  -1.09466
C  1.58640  0.02389  -0.44294
Cl  2.33196  1.45203  0.10923
C  -0.01764  0.00776  0.33122
O  0.13185  -0.01602  1.51342
C  -1.74620  0.02199  0.00656
O  -2.37990  -0.96312  0.07409
Cl  -2.31123  1.61598  -0.17020

The SMILES is O=C(Cl)C(=O)C(=O)Cl. For the LUMO energy, the calculation gives -0.083 eV. The calculation puts the total energy at -34296.005 eV. The calculation puts the HOMO energy at -0.3599 hartree. The gap between HOMO and LUMO is 9.7 eV.

Entry from the Open Molecules 2025 dataset: 2 unconnected molecules or ions with the total composition C9H9N3O2S in a non-equilibrium geometry (ωB97M-V with the def2-TZVPD basis set).

Cartesian coordinates (Å):
C  0.27555  -0.58057  3.34580
C  -0.30615  -1.41361  2.38117
C  0.99606  0.53013  2.89692
C  -0.08189  -1.15822  1.06066
C  1.06240  0.86308  1.55575
C  0.50797  0.01705  0.62773
C  1.05130  1.45188  -1.28686
C  -3.49993  1.09666  -0.89126
C  0.07563  -0.60018  -1.84446
N  0.93297  1.49715  -2.55699
N  0.63977  0.29218  -0.70887
N  0.28803  0.29391  -3.00454
O  -2.69217  0.46086  -1.38353
O  -4.34052  1.71822  -0.44853
S  1.15518  -2.06920  -1.93769
H  0.12949  -0.96299  4.40781
H  -0.97609  -2.22975  2.73108
H  1.60951  1.18683  3.55739
H  -0.37714  -1.72859  0.18619
H  1.60342  1.84056  1.22880
H  1.59133  2.25354  -0.67215
H  0.76916  -0.34123  -3.74787
H  -0.63072  0.42609  -3.29565
H  0.21684  -2.84381  -2.20089

The multiplicity is 3. For the LUMO energy (alpha / beta), the calculation gives 0.286 / -1.747 eV. The calculation puts the total energy at -28872.850 eV. The calculation puts the HOMO energy (alpha / beta) at -0.1483 / -0.3045 hartree. The gap between HOMO and LUMO (alpha / beta) is 4.3 / 6.5 eV.

Entry from the Open Molecules 2025 dataset: a molecular structure, C35H26ClFIIrN4O4 (ωB97M-V with the def2-TZVPD basis set).

Cartesian coordinates (Å):
Ir  -2.05594  -0.00890  -0.73145
C  -1.59909  0.47743  2.52214
N  -2.33421  -0.20942  1.45854
C  -3.15769  -1.14122  1.80987
C  -3.89815  -1.81988  0.80116
C  -4.77146  -2.96148  0.88977
C  -5.16321  -3.21291  -0.37733
C  -4.50905  -2.20575  -1.21788
N  -3.78254  -1.38583  -0.50113
C  -0.11505  0.21755  2.44011
C  0.71704  1.07609  1.73093
C  2.08624  0.85175  1.70635
C  2.62448  -0.23984  2.37613
C  1.79254  -1.11747  3.05919
C  0.42569  -0.88439  3.09226
H  -1.97770  0.15688  3.49582
H  -1.79063  1.54603  2.41545
H  -3.28842  -1.41904  2.85388
H  -5.02775  -3.50227  1.78674
H  -5.80383  -4.00684  -0.72851
H  -4.54620  -2.12755  -2.29688
H  0.29745  1.92576  1.20089
H  2.73429  1.53638  1.16954
H  3.69509  -0.39965  2.37608
H  2.20679  -1.97088  3.58166
H  -0.22234  -1.56016  3.64065
Cl  -4.87759  6.66382  -1.00994
C  -3.84045  5.31247  -0.91954
C  -2.47733  5.53142  -0.82323
C  -1.59841  4.46677  -0.74045
I  0.42986  4.78088  -0.60952
C  -2.08716  3.10885  -0.75350
O  -1.33416  2.12916  -0.65762
C  -3.53082  2.90315  -0.88064
N  -3.93474  1.62455  -0.91276
C  -5.23255  1.38882  -0.99978
C  -6.18820  2.40652  -1.06806
C  -5.77665  3.71415  -1.04674
C  -4.40432  3.98809  -0.94982
H  -2.10581  6.54673  -0.81305
H  -5.53214  0.34898  -1.02088
H  -7.23692  2.15221  -1.13996
H  -6.48943  4.52587  -1.10141
C  4.37820  -3.90979  0.60337
C  4.60430  -2.80080  -0.40845
C  5.74645  -1.88905  0.00280
C  5.99974  -0.83484  -1.05899
C  4.72860  -0.08665  -1.36756
C  4.76650  1.20237  -1.84533
C  3.58493  1.88334  -2.12254
F  3.67207  3.14813  -2.57508
C  2.36387  1.31615  -1.94069
C  2.30036  0.00898  -1.44131
C  0.99221  -0.58152  -1.18811
O  -0.02319  0.10756  -1.48947
C  0.97143  -1.87606  -0.64185
C  2.16426  -2.49949  -0.39034
N  3.37634  -1.97885  -0.61737
C  3.47269  -0.69098  -1.14995
C  -0.27199  -2.67559  -0.37281
O  -0.16663  -3.79449  0.10429
O  -1.39804  -2.12173  -0.68532
H  5.34334  -4.35805  0.83504
H  3.73063  -4.70226  0.23193
H  3.95273  -3.51661  1.52985
H  4.84810  -3.24193  -1.37942
H  6.63562  -2.49601  0.16779
H  5.49207  -1.41256  0.95414
H  6.37224  -1.31697  -1.96739
H  6.76872  -0.13229  -0.73834
H  5.71688  1.69934  -2.00329
H  1.44777  1.85022  -2.15215
H  2.11024  -3.50647  -0.00052

The multiplicity is 6. For the LUMO energy (alpha / beta), the calculation gives -3.285 / -5.335 eV. The calculation puts the total energy at -77039.570 eV. The calculation puts the HOMO energy (alpha / beta) at -0.3685 / -0.3845 hartree. The gap between HOMO and LUMO (alpha / beta) is 6.7 / 5.1 eV. As for the net charge: +1.

Entry from the Open Molecules 2025 dataset: a molecular structure, C38H34BrN3OSSiTa (ωB97M-V with the def2-TZVPD basis set).

Cartesian coordinates (Å):
Ta  -0.95624  -0.20063  0.19066
C  0.58978  -3.51506  -0.22945
C  0.26739  -2.37466  0.68638
C  0.99984  -1.15831  0.61682
C  0.75456  -0.11516  1.61691
C  0.15060  -0.56143  2.86463
C  -0.63204  -1.66094  2.84306
C  -0.74484  -2.45473  1.63365
H  1.44277  -4.04726  0.19908
H  0.87394  -3.19126  -1.22963
H  -0.23222  -4.22462  -0.30175
H  1.81456  -1.07244  -0.08923
H  1.42422  0.73344  1.64011
H  0.28942  0.02292  3.76516
H  -1.15725  -2.00031  3.72646
H  -1.37183  -3.33738  1.62784
Br  -0.94779  5.02665  -5.34170
C  -0.73836  3.86270  -3.88544
C  0.45489  3.86007  -3.16098
C  0.62654  3.00895  -2.08311
C  -0.39699  2.14446  -1.72643
O  -0.23275  1.30899  -0.68516
C  -1.61062  2.14746  -2.43252
C  -2.74219  1.36203  -1.99681
N  -2.71194  0.47799  -1.05232
C  -3.94251  -0.10299  -0.62717
C  -5.02010  -0.40398  -1.41694
C  -6.21734  -0.84679  -0.82366
C  -6.33472  -0.92472  0.53781
C  -5.23368  -0.61382  1.36866
C  -5.30765  -0.53525  2.77937
C  -4.21161  -0.11784  3.48138
C  -3.00142  0.08738  2.80632
N  -2.85974  -0.04843  1.49440
C  -4.00946  -0.28301  0.76656
C  -1.76956  3.02603  -3.51364
H  1.24682  4.54188  -3.44052
H  1.53749  3.02685  -1.50018
H  -3.69508  1.57850  -2.47756
H  -4.96037  -0.30123  -2.49352
H  -7.06128  -1.08802  -1.45478
H  -7.27480  -1.20516  0.99484
H  -6.23977  -0.76116  3.28236
H  -4.24453  0.02578  4.55159
H  -2.11951  0.35080  3.36704
H  -2.70892  3.05280  -4.05179
C  5.73916  0.47145  -0.02635
Si  5.65998  -0.03196  -1.78597
C  4.77578  -1.58713  -2.22037
C  6.51825  0.90753  -3.03682
C  7.25656  2.05098  -2.66797
C  7.99802  2.73063  -3.61261
C  8.01334  2.28005  -4.92966
C  7.29078  1.15296  -5.31382
C  6.54623  0.46768  -4.37654
H  6.67867  0.09320  0.39450
H  4.92621  0.04057  0.55730
H  5.75142  1.55439  0.09759
H  5.52577  -2.38843  -2.18047
H  4.38379  -1.57985  -3.23750
H  3.98265  -1.86727  -1.52289
H  7.25726  2.39956  -1.64244
H  8.57002  3.60362  -3.33109
H  8.60073  2.81175  -5.66683
H  7.32114  0.81400  -6.33989
H  5.99695  -0.41564  -4.67902
S  0.03408  -1.54788  -4.20968
C  0.17078  -0.83189  -2.67888
N  -0.69070  -1.21905  -1.77576
C  -1.56587  -2.17966  -2.30400
C  -2.58868  -2.84270  -1.62170
C  -3.33256  -3.77795  -2.30706
C  -3.07353  -4.06829  -3.65435
C  -2.06063  -3.43204  -4.33726
C  -1.30853  -2.48527  -3.64270
H  0.92082  -0.08136  -2.47707
H  -2.78351  -2.63949  -0.57542
H  -4.12598  -4.30728  -1.79685
H  -3.67332  -4.81083  -4.16246
H  -1.85410  -3.66299  -5.37325

For the LUMO energy, the calculation gives -8.372 eV. The calculation puts the total energy at -136760.889 eV. The calculation puts the HOMO energy at -0.5468 hartree. The gap between HOMO and LUMO is 6.5 eV. As for the net charge: +3.

Entry from the Open Molecules 2025 dataset: 2 unconnected molecules or ions with the total composition C5H15NOS in a non-equilibrium geometry (ωB97M-V with the def2-TZVPD basis set).

Cartesian coordinates (Å):
C  0.15780  0.63981  2.92777
C  -0.62010  0.76406  1.61181
C  0.33209  0.77951  0.35342
N  -0.23716  1.35095  -0.83277
C  -0.29842  0.37615  -1.94379
C  -0.64008  -1.14201  -1.85838
S  -2.41240  -1.65292  -1.98077
H  -0.13996  -0.30774  3.60644
H  1.27101  0.66548  2.63198
H  0.06312  1.52595  3.63827
H  -1.30387  -0.05923  1.63687
H  -0.96638  1.73136  1.65873
H  0.51793  -0.27437  0.08756
H  1.28823  1.19741  0.53554
H  -0.94903  2.00599  -0.90424
H  0.71687  0.31136  -2.49788
H  -0.93726  0.81402  -2.67819
H  -0.10808  -1.67674  -2.61736
H  -0.25549  -1.62656  -0.98068
H  -3.17307  -0.63335  -1.63494
O  2.65429  -1.77262  0.04699
H  2.13759  -1.05833  0.06679
H  2.90239  -1.95815  -0.87316

The SMILES is CCCNCCS.O. For the LUMO energy, the calculation gives 0.751 eV. The calculation puts the total energy at -19798.807 eV. The calculation puts the HOMO energy at -0.3206 hartree. The gap between HOMO and LUMO is 9.5 eV.

Entry from the Open Molecules 2025 dataset: a single C2H2ClNO2 molecule in a non-equilibrium geometry (ωB97M-V with the def2-TZVPD basis set).

Cartesian coordinates (Å):
O  -1.81651  1.22887  -0.07992
N  -1.68684  0.01427  0.03832
O  -2.62322  -0.78380  0.00420
C  -0.36008  -0.59648  0.16005
C  0.65996  0.42622  -0.08720
Cl  2.28072  -0.08195  0.00597
H  -0.39971  -1.66523  0.32411
H  0.38178  1.57587  -0.24685

The SMILES is O=[N+]([O-])/C=C/Cl. For the LUMO energy, the calculation gives -1.064 eV. The calculation puts the total energy at -20209.460 eV. The calculation puts the HOMO energy at -0.3823 hartree. The gap between HOMO and LUMO is 9.3 eV.

The ΔE to the lowest compared entry with this formula, charge and spin results, record by record, are as follows: 145.3, 19.6, 47.5, 97.7, 244.1, 400.6 kJ/mol.